# 1
DFT (wB97M-V/def2-TZVPD) results for an isolated molecule of C8H14N5OPS.

E_LUMO = 0.02500 hartree
E = -38143.4349 eV
orbital gap = 9.78 eV
molar mass = 259.3 g/mol
energy relative to the best compared isomer or geometry (same formula, charge and spin) = 0.0 kJ/mol
HOMO = -9.1 eV

Positions of all 30 atoms, in Å:
C 2.799 1.127 1.209
C 1.953 -0.111 0.928
N 0.599 0.358 0.590
C -0.227 0.772 1.595
N -0.025 0.570 2.905
N -0.964 1.096 3.748
C -1.877 1.732 3.059
S -1.648 1.731 1.330
P -0.179 -0.414 -0.729
O 0.795 -1.260 -1.468
N -1.454 -1.356 -0.112
C -0.980 -2.663 0.317
C -1.896 -2.454 -0.969
N -0.835 0.782 -1.802
C 0.117 1.536 -2.591
C -0.707 0.379 -3.197
H 2.762 1.773 0.330
H 2.383 1.721 2.027
H 3.839 0.855 1.441
H 1.925 -0.737 1.827
H 2.520 -0.638 0.133
H -2.697 2.268 3.570
H 0.029 -3.006 0.164
H -1.368 -3.013 1.262
H -2.974 -2.703 -0.890
H -1.422 -2.653 -1.951
H -0.184 2.565 -2.794
H 1.187 1.417 -2.499
H -1.344 0.813 -3.931
H -0.124 -0.489 -3.505

---

# 2
DFT (wB97M-V/def2-TZVPD) results for a structure of composition C8H14NO3.

E_LUMO (spin up / spin down) = -0.16584 / -0.17036 hartree
E = -16143.3415 eV
orbital gap (spin up / spin down) = 7.30 / 6.99 eV
molar mass = 172.2 g/mol
energy relative to the best compared isomer or geometry (same formula, charge and spin) = 417.7 kJ/mol
HOMO (spin up / spin down) = -11.8 / -11.6 eV
net charge = +1

Positions of all 26 atoms, in Å:
C -0.666 1.712 0.962
C -1.811 2.277 1.230
C 0.987 -2.344 0.135
C 1.847 -1.748 -1.154
C 0.037 -1.175 0.586
C 2.035 -0.347 -0.750
C -2.803 -1.215 -0.455
C 0.780 0.068 0.064
N 0.383 1.316 0.307
O -3.508 -1.995 0.276
O -3.062 -0.585 -1.415
O 1.486 3.599 -0.190
H -1.960 2.400 2.271
H -2.552 2.597 0.422
H 0.431 -3.260 -0.091
H 1.570 -2.564 1.008
H 2.695 -2.398 -1.215
H 1.118 -1.899 -1.996
H -1.205 -1.444 0.045
H -0.324 -1.295 1.611
H 2.942 -0.199 -0.133
H 2.079 0.304 -1.497
H 1.013 2.104 0.013
H -4.383 -2.035 -0.026
H 2.188 3.988 0.323
H 0.681 4.138 -0.330

---

# 3
DFT (wB97M-V/def2-TZVPD) results for a cluster of 2 separate species, C8H14NO3P in total.

E_LUMO (spin up / spin down) = 0.02133 / -0.08864 hartree
E = -25438.8507 eV
orbital gap (spin up / spin down) = 6.09 / 7.30 eV
molar mass = 203.2 g/mol
energy relative to the best compared isomer or geometry (same formula, charge and spin) = 43.1 kJ/mol
HOMO (spin up / spin down) = -5.5 / -9.7 eV
spin multiplicity = 3

Positions of all 27 atoms, in Å:
C 3.003 1.215 -0.249
C 2.640 -0.198 -0.484
C 2.182 2.017 -0.998
C 1.283 -0.036 -1.157
C -1.365 0.491 2.945
C -2.006 -0.313 1.855
C -1.113 -1.521 1.573
C 0.401 -0.883 -1.688
N -0.997 -2.120 0.486
O -0.981 0.058 -4.158
O -1.903 0.682 -1.811
O 1.070 1.306 -1.502
P -1.028 -0.307 -2.738
H 3.847 1.634 0.256
H 3.503 -0.818 -0.837
H 2.146 3.047 -1.274
H -1.439 -0.014 3.844
H -0.352 0.681 2.764
H -1.858 1.470 3.238
H -2.035 0.231 0.956
H -2.961 -0.613 2.224
H 2.625 -0.712 0.485
H -0.479 -1.830 2.399
H 0.575 -1.891 -1.543
H -1.383 1.569 -1.649
H -1.593 -1.803 -0.317
H -1.781 -1.341 -2.620

---

# 4
DFT (wB97M-V/def2-TZVPD) results for an isolated molecule of C8H14O.

E_LUMO = 0.03368 hartree
E = -10566.8424 eV
orbital gap = 10.70 eV
molar mass = 126.2 g/mol
energy relative to the best compared isomer or geometry (same formula, charge and spin) = 308.9 kJ/mol
HOMO = -9.8 eV

Positions of all 23 atoms, in Å:
C -3.099 -1.574 -0.302
C -2.380 -0.647 -0.176
C -1.534 0.565 -0.018
C -2.270 1.657 0.713
O -0.309 0.339 0.777
C 0.802 -0.274 0.146
C 1.401 0.571 -0.947
C 1.896 -0.341 1.286
C 0.355 -1.694 -0.417
H -3.862 -2.362 -0.099
H -1.150 0.943 -1.013
H -1.597 2.133 1.359
H -3.230 1.444 1.132
H -2.725 2.275 -0.135
H 2.193 1.237 -0.350
H 2.077 0.084 -1.679
H 0.653 1.210 -1.453
H 2.444 0.519 1.580
H 2.594 -1.123 0.978
H 1.507 -0.679 2.318
H -0.200 -2.167 0.342
H -0.366 -1.405 -1.259
H 1.227 -2.150 -0.799